(1)
The following is a quantum chemistry calculation of C6H12O as an isolated structure, from the OMol25 dataset.

```
19
Properties=species:S:1:pos:R:3:forces:R:3:mulliken_charge:R:1
O 1.414 -0.764 0.746 0.381 0.640 -0.386 -0.32
C 2.803 -0.323 0.727 0.633 0.058 0.304 -0.66
C 0.895 -0.047 -0.828 -0.438 0.054 -0.368 -0.49
C -1.323 1.010 -1.312 -0.227 0.063 -0.174 -0.84
C -0.138 0.897 -0.383 0.220 0.131 -0.012 -0.22
C -1.543 0.528 0.084 -0.184 -0.054 0.099 0.25
C -1.953 -0.901 0.347 -0.005 -0.041 -0.003 -1.28
H -1.401 -1.599 -0.291 -0.087 0.132 0.100 0.27
H -1.386 0.274 -2.113 0.036 0.123 0.163 0.26
H 0.454 -0.970 -1.220 -0.244 0.028 0.152 0.14
H -1.652 2.004 -1.590 0.015 -0.099 0.027 0.27
H -1.769 -1.183 1.391 -0.054 0.015 -0.135 0.30
H -1.982 1.259 0.760 0.009 -0.087 -0.086 0.37
H 0.859 -0.348 1.438 0.656 -0.058 -0.433 0.35
H 3.051 0.424 1.476 -0.375 -0.089 0.385 0.28
H 3.053 0.118 -0.240 -0.539 -0.227 0.143 0.36
H 0.224 1.858 0.002 -0.110 -0.215 -0.120 0.29
H 3.414 -1.199 0.861 0.188 -0.363 0.288 0.28
H -3.021 -1.037 0.145 0.126 -0.012 0.056 0.37
```
Positions in Å, forces in eV/Å.

Gap between HOMO and LUMO   7.79 eV
E_HOMO   -7.06 eV
E   -8459.0107 eV
Relative energy (zero: lowest compared OMol25 entry of this formula, charge and spin)   123.2 kcal per mole
Lowest unoccupied orbital energy   0.734 eV


(2)
The following is a quantum chemistry calculation of one molecule with the formula C6H12O, from the OMol25 dataset.

```
19
Properties=species:S:1:pos:R:3:forces:R:3:mulliken_charge:R:1
O -1.275 2.028 0.566 0.124 0.177 -0.129 -0.51
C -0.470 -0.172 1.157 0.046 -0.140 0.084 -0.70
C 1.026 0.121 1.291 0.017 0.055 0.058 -0.41
C -0.816 -0.790 -1.817 0.008 -0.016 0.057 -0.79
C -1.224 0.690 0.109 0.149 -0.192 -0.214 0.40
C -0.631 0.558 -1.228 -0.231 -0.238 0.139 -0.66
C 1.890 -0.322 0.110 -0.032 -0.019 -0.015 -1.12
H 1.157 1.196 1.458 -0.005 -0.146 0.008 0.26
H 1.747 -1.387 -0.119 -0.003 0.167 0.050 0.27
H -0.639 -1.235 0.945 0.040 0.145 0.013 0.35
H 1.656 0.257 -0.793 0.019 -0.072 0.119 0.31
H 2.953 -0.171 0.327 -0.169 0.005 -0.028 0.37
H -1.434 -0.628 -2.713 0.064 0.021 0.069 0.40
H -0.883 2.555 -0.145 -0.069 -0.026 0.112 0.38
H 0.140 -1.153 -2.213 -0.140 0.077 -0.016 0.28
H -2.260 0.295 0.062 0.126 0.039 -0.037 0.24
H 1.379 -0.383 2.199 -0.048 0.085 -0.095 0.33
H -1.288 -1.572 -1.200 0.070 0.140 -0.052 0.28
H -0.959 0.052 2.110 0.034 -0.061 -0.122 0.32
```
Positions in Å, forces in eV/Å.

Gap between HOMO and LUMO   8.55 eV
E_HOMO   -8.60 eV
E   -8460.6829 eV
Relative energy (zero: lowest compared OMol25 entry of this formula, charge and spin)   84.7 kcal per mole
Lowest unoccupied orbital energy   -0.045 eV


(3)
The following is a quantum chemistry calculation of a 2-piece molecular cluster, C6H12O overall, from the OMol25 dataset.

```
19
Properties=species:S:1:pos:R:3:forces:R:3:mulliken_charge:R:1
O 1.013 1.078 -1.347 0.243 -0.055 -0.015 -0.42
C -0.123 1.655 -0.712 -0.222 0.117 0.257 -0.20
C 0.299 -1.139 1.461 -0.003 -0.094 0.026 -0.09
C 1.497 -0.265 1.691 -0.018 0.062 0.044 -0.93
C -0.819 -0.440 -2.070 0.017 -0.042 0.050 -0.96
C -0.891 -0.983 2.029 -0.029 0.006 0.034 -0.63
C -0.250 0.951 -1.990 -0.185 -0.011 -0.186 0.21
H -0.133 2.744 -0.672 0.011 -0.166 -0.090 0.25
H -0.445 1.150 0.202 0.054 0.094 -0.242 0.01
H 1.258 0.571 2.356 0.005 -0.111 -0.073 0.28
H 2.315 -0.834 2.147 -0.106 0.033 -0.081 0.35
H -0.332 1.556 -2.895 -0.008 -0.066 0.135 0.37
H 0.440 -1.964 0.760 -0.007 0.106 0.147 0.32
H 1.867 0.138 0.741 -0.046 -0.073 0.130 0.20
H -0.665 -0.950 -1.115 -0.061 0.047 -0.120 0.12
H -1.088 -0.173 2.731 0.083 -0.106 -0.100 0.26
H -1.893 -0.414 -2.283 0.135 0.045 0.022 0.30
H -0.330 -1.022 -2.857 -0.036 0.116 0.074 0.29
H -1.720 -1.657 1.825 0.173 0.098 -0.012 0.25
```
Positions in Å, forces in eV/Å.

Gap between HOMO and LUMO   10.79 eV
E_HOMO   -9.64 eV
E   -8462.1299 eV
SMILES   C[C@H]1CO1.C=CC
Relative energy (zero: lowest compared OMol25 entry of this formula, charge and spin)   51.3 kcal per mole
Lowest unoccupied orbital energy   1.154 eV


(4)
The following is a quantum chemistry calculation of one molecule with the formula C6H12O, from the OMol25 dataset.

```
19
Properties=species:S:1:pos:R:3:forces:R:3:mulliken_charge:R:1
O 0.860 0.647 0.303 -0.252 -0.411 -0.106 -0.09
C -1.195 -0.212 0.760 0.016 -0.069 -0.063 -0.26
C 2.209 0.594 -0.206 0.315 0.045 -0.094 -0.15
C 3.145 0.148 0.897 0.006 -0.015 0.031 -1.07
C 0.142 -0.426 0.096 -0.111 0.508 0.312 -0.62
C -2.476 0.116 -1.400 -0.003 0.034 -0.045 -1.11
C -2.330 -0.721 -0.132 -0.085 -0.078 0.015 -0.40
H 2.885 -0.868 1.214 0.058 0.157 -0.044 0.31
H -1.553 0.080 -1.992 -0.151 0.021 0.074 0.29
H 4.179 0.151 0.539 -0.146 -0.002 0.050 0.35
H 2.435 1.609 -0.546 -0.036 -0.140 0.050 0.29
H -2.124 -1.765 -0.400 -0.038 0.144 0.041 0.29
H 3.072 0.816 1.762 0.021 -0.103 -0.130 0.29
H -3.295 -0.250 -2.028 0.126 0.057 0.078 0.34
H 2.222 -0.096 -1.054 -0.023 0.103 0.132 0.35
H -2.680 1.166 -1.156 0.043 -0.155 -0.040 0.30
H -1.364 0.831 1.072 0.077 -0.126 -0.083 0.31
H -3.270 -0.710 0.432 0.124 -0.014 -0.069 0.32
H -1.155 -0.828 1.672 0.059 0.045 -0.107 0.25
```
Positions in Å, forces in eV/Å.

Gap between HOMO and LUMO   9.41 eV
E_HOMO   -8.32 eV
E   -8461.6015 eV
Relative energy (zero: lowest compared OMol25 entry of this formula, charge and spin)   63.5 kcal per mole
Lowest unoccupied orbital energy   1.086 eV


(5)
The following is a quantum chemistry calculation of a 2-piece molecular cluster, C6H12O overall, from the OMol25 dataset.

```
19
Properties=species:S:1:pos:R:3:forces:R:3:mulliken_charge:R:1
O 1.508 1.414 0.116 0.208 0.221 -0.047 -0.62
C 3.211 -0.287 0.334 0.068 0.005 0.090 -1.00
C -0.357 0.019 0.223 -0.317 0.029 0.128 -0.79
C -2.807 0.665 0.106 -0.122 0.170 0.002 -0.56
C -1.716 -0.317 0.555 0.197 -0.075 0.160 -0.04
C -2.672 -0.623 -0.598 -0.095 -0.101 -0.143 -0.58
C 2.094 0.392 -0.463 0.081 -0.292 -0.108 0.01
H -1.890 -0.836 1.492 -0.015 0.069 -0.161 0.42
H 3.578 -1.190 -0.167 -0.056 0.141 0.042 0.34
H -3.622 0.797 0.810 0.118 -0.040 -0.113 0.26
H 2.376 0.553 -1.526 -0.037 0.018 0.148 0.33
H -3.396 -1.408 -0.406 0.102 0.144 -0.034 0.26
H 2.852 -0.561 1.334 0.032 0.049 -0.164 0.24
H -2.474 1.575 -0.384 -0.017 -0.187 0.078 0.24
H 4.045 0.411 0.465 -0.093 -0.107 -0.025 0.28
H 1.267 -0.482 -0.599 0.151 0.159 -0.005 0.33
H -2.237 -0.629 -1.593 -0.068 -0.001 0.177 0.26
H 0.414 -0.097 0.964 -0.084 -0.070 -0.100 0.24
H -0.173 0.605 -0.662 -0.054 -0.134 0.074 0.38
```
Positions in Å, forces in eV/Å.

Gap between HOMO and LUMO (alpha / beta)   8.42 / 7.56 eV
E_HOMO (alpha / beta)   -8.80 / -8.24 eV
E   -8459.0238 eV
Relative energy (zero: lowest compared OMol25 entry of this formula, charge and spin)   122.9 kcal per mole
Lowest unoccupied orbital energy (alpha / beta)   -0.376 / -0.679 eV


(6)
The following is a quantum chemistry calculation of one molecule with the formula C6H12O, from the OMol25 dataset.

```
19
Properties=species:S:1:pos:R:3:forces:R:3:mulliken_charge:R:1
O -0.133 0.471 0.680 -0.090 0.017 -0.036 -0.35
C -0.385 2.120 -1.790 0.156 0.081 0.206 -0.65
C 0.585 1.667 0.541 0.061 0.200 0.008 -0.38
C -0.515 -1.769 -0.021 0.005 -0.105 0.120 -0.41
C 0.448 -0.582 -0.066 -0.115 -0.424 0.090 -0.63
C 0.533 2.291 -0.839 0.036 -0.017 -0.176 -0.19
C -0.623 -2.388 1.381 0.016 -0.066 0.110 -1.13
H -1.517 -1.439 -0.338 0.339 -0.004 -0.048 0.24
H 0.649 -0.223 -1.080 -0.145 -0.291 -0.071 0.48
H -0.976 -1.660 2.119 0.130 -0.016 -0.178 0.28
H 0.156 2.362 1.276 0.124 -0.052 -0.161 0.29
H -0.289 2.674 -2.727 -0.077 -0.287 0.260 0.26
H -1.239 1.448 -1.679 0.261 0.240 0.064 0.25
H 1.425 -0.867 0.370 -0.212 0.066 0.022 0.34
H 1.391 2.927 -1.056 -0.207 0.117 0.039 0.27
H -0.176 -2.532 -0.736 -0.067 0.188 0.119 0.32
H -1.319 -3.233 1.419 0.045 0.151 -0.206 0.35
H 0.343 -2.777 1.723 -0.059 0.156 -0.070 0.29
H 1.643 1.511 0.824 -0.203 0.045 -0.092 0.36
```
Positions in Å, forces in eV/Å.

Gap between HOMO and LUMO   10.93 eV
E_HOMO   -9.76 eV
E   -8462.9166 eV
SMILES   C=CCOCCC
Relative energy (zero: lowest compared OMol25 entry of this formula, charge and spin)   33.1 kcal per mole
Lowest unoccupied orbital energy   1.167 eV